[1]
{"formula": "C34H41Ge2NO2PdS", "method": "ωB97M-V/def2-TZVPD", "symbols": ["Pd", "O", "C", "O", "C", "C", "C", "C", "C", "C", "S", "H", "H", "H", "H", "C", "C", "C", "C", "C", "C", "C", "C", "N", "C", "C", "C", "C", "H", "H", "H", "H", "H", "H", "H", "H", "H", "H", "H", "H", "H", "H", "H", "H", "H", "H", "C", "Ge", "C", "C", "Ge", "C", "C", "C", "C", "C", "C", "C", "C", "C", "C", "C", "C", "H", "H", "H", "H", "H", "H", "H", "H", "H", "H", "H", "H", "H", "H", "H", "H", "H", "H", "H"], "coordinates": [[-0.62373, 0.94009, -1.25490], [-4.69250, 0.47282, -1.84185], [-3.64605, 0.67890, -1.23962], [-2.49503, 0.34429, -1.73030], [-3.73354, 1.26062, 0.15349], [-4.81200, 0.82425, 0.92247], [-5.02504, 1.29111, 2.20625], [-4.15672, 2.24069, 2.73291], [-3.08581, 2.68652, 1.98201], [-2.84734, 2.20139, 0.68853], [-1.44063, 2.85470, -0.14231], [-5.48868, 0.10953, 0.47248], [-5.86103, 0.92457, 2.78867], [-4.30616, 2.62567, 3.73507], [-2.39384, 3.41194, 2.39225], [3.68193, 4.65023, 1.95248], [3.01399, 3.32866, 1.66959], [2.94193, 2.34629, 2.65025], [2.30851, 1.13528, 2.38510], [2.20201, 0.05918, 3.43426], [1.76695, 0.91561, 1.13009], [1.82752, 1.87489, 0.11070], [2.45490, 3.09334, 0.42158], [1.24402, 1.59875, -1.12083], [1.77433, 2.18615, -2.36304], [1.36630, 1.27275, -3.52966], [1.18829, 3.58099, -2.64659], [3.31152, 2.22506, -2.36113], [3.86821, 4.77704, 3.01929], [3.06253, 5.48287, 1.61441], [4.64136, 4.72403, 1.43422], [3.37352, 2.52707, 3.62955], [2.75908, 0.32591, 4.33323], [2.59045, -0.88882, 3.05679], [1.15908, -0.10985, 3.71189], [1.28894, -0.03246, 0.92458], [2.46393, 3.89093, -0.30706], [0.28212, 1.13409, -3.57371], [1.83110, 0.28977, -3.43809], [1.67771, 1.72179, -4.47592], [0.11168, 3.50546, -2.80977], [1.64806, 4.02401, -3.53451], [1.34333, 4.25386, -1.80574], [3.71040, 1.28409, -1.97507], [3.72958, 3.03395, -1.76607], [3.66290, 2.35088, -3.38798], [-1.21994, -4.66520, -1.94178], [-1.83319, -2.78436, -2.02166], [-1.55754, -2.18734, -3.86716], [-3.73680, -2.82843, -1.58493], [-0.47869, -1.38485, -0.56380], [1.33719, -2.19113, -0.55170], [1.50750, -3.49868, -0.09402], [2.75854, -4.10166, -0.08669], [3.86868, -3.40427, -0.54206], [3.71842, -2.10196, -0.99724], [2.46457, -1.50353, -0.99914], [-1.16533, -1.50177, 1.27812], [-1.57434, -2.73465, 1.78871], [-2.08479, -2.84411, 3.07523], [-2.21220, -1.71159, 3.86778], [-1.82827, -0.47576, 3.36748], [-1.30538, -0.37294, 2.08471], [-1.87365, -5.26913, -2.57573], [-1.27025, -5.06724, -0.92820], [-0.19492, -4.76504, -2.30073], [-2.06490, -2.84877, -4.57215], [-0.49240, -2.17437, -4.10546], [-1.95973, -1.17941, -3.96696], [-4.19916, -3.64506, -2.14482], [-4.21951, -1.89048, -1.85397], [-3.88428, -3.01339, -0.51912], [0.65400, -4.06162, 0.26694], [2.86530, -5.11713, 0.27654], [4.84592, -3.87194, -0.53691], [4.58125, -1.54441, -1.34315], [2.35408, -0.47589, -1.32518], [-1.51018, -3.62586, 1.17173], [-2.39456, -3.81126, 3.45353], [-2.62164, -1.79168, 4.86767], [-1.94373, 0.41717, 3.96980], [-1.00812, 0.59884, 1.70634]], "spin_multiplicity": 2, "homo_energy_ev": [-4.210, -4.288], "e_lumo_ev": [2.68, 1.22], "molar_mass_g_mol": 779.41, "fmax_ev_per_a": 0.375, "total_charge": -1, "orbital_gap_ev": [6.9, 5.5]}

[2]
{"formula": "C5H10NO", "method": "ωB97M-V/def2-TZVPD", "symbols": ["C", "O", "C", "C", "C", "C", "N", "H", "H", "H", "H", "H", "H", "H", "H", "H", "H"], "coordinates": [[-0.20075, -1.70974, 1.02194], [-0.32775, -2.92319, 1.48754], [-0.61162, -1.41095, -0.50357], [-1.01590, 0.04449, -0.73099], [-0.07516, 1.07072, -0.19210], [0.54006, 2.03752, -0.91761], [1.48231, 2.89283, -0.29348], [-0.84456, -0.89523, 1.48544], [0.87693, -1.28919, 1.13709], [0.16987, -1.76459, -1.18368], [-1.52749, -2.02782, -0.53734], [-2.05520, 0.19174, -0.41098], [-1.04857, 0.29191, -1.80936], [0.48957, 0.78486, 0.69583], [0.68623, 1.80320, -1.97737], [1.22405, 3.05509, 0.67053], [2.40325, 2.46173, -0.28646]], "spin_multiplicity": 1, "homo_energy_ev": -2.379, "e_above_lowest_kcal_mol": 33.9, "e_lumo_ev": 3.87, "molar_mass_g_mol": 100.14, "fmax_ev_per_a": 2.578, "total_charge": -1, "orbital_gap_ev": 6.2}

[3]
{"formula": "C18H22N5O9V2", "method": "ωB97M-V/def2-TZVPD", "symbols": ["O", "V", "O", "V", "C", "C", "C", "O", "H", "H", "H", "H", "H", "H", "H", "N", "O", "O", "O", "N", "O", "O", "O", "N", "C", "C", "C", "C", "C", "H", "H", "H", "H", "H", "N", "C", "C", "C", "C", "C", "H", "H", "H", "H", "H", "N", "C", "C", "C", "C", "C", "H", "H", "H", "H", "H"], "coordinates": [[-22.12491, -16.16309, 12.76058], [-21.76610, -14.67545, 12.31907], [-15.43132, -14.04822, 10.93772], [-16.60443, -14.60624, 10.01108], [-23.61163, -14.16194, 9.03692], [-24.17387, -14.74109, 10.31497], [-24.15136, -16.28169, 10.32308], [-23.66744, -14.22198, 11.51462], [-24.04497, -14.66067, 8.17116], [-22.52770, -14.31389, 9.02672], [-23.77127, -13.08830, 8.94116], [-25.24712, -14.50485, 10.33952], [-24.37593, -16.61217, 9.30174], [-24.79105, -16.86650, 10.98073], [-23.14958, -16.70609, 10.45022], [-19.85281, -15.65378, 9.46374], [-20.55081, -15.29820, 10.41817], [-20.35520, -16.25098, 8.52179], [-18.63321, -15.32672, 9.40501], [-18.53142, -14.18099, 12.98240], [-18.12801, -13.35564, 13.79137], [-17.79950, -14.67177, 12.11734], [-19.73293, -14.57743, 13.08619], [-16.10775, -16.80709, 10.40447], [-15.41661, -17.35759, 11.42772], [-14.89503, -18.62351, 11.38760], [-15.24755, -19.42735, 10.31296], [-16.04504, -18.92765, 9.30693], [-16.41970, -17.59743, 9.34751], [-15.34450, -16.72508, 12.30289], [-14.32197, -18.93072, 12.25021], [-14.86523, -20.43892, 10.26828], [-16.25983, -19.60210, 8.49027], [-17.05687, -17.16339, 8.58735], [-17.53730, -12.63207, 9.82128], [-18.10365, -12.17386, 8.67436], [-18.33191, -10.83347, 8.43237], [-17.99823, -9.94566, 9.43356], [-17.48634, -10.34954, 10.67453], [-17.41645, -11.71344, 10.79964], [-18.42834, -12.92166, 7.96010], [-18.71018, -10.58025, 7.45371], [-18.06467, -8.87416, 9.27435], [-17.23363, -9.63353, 11.43724], [-17.03956, -12.11208, 11.73911], [-21.42354, -12.40971, 7.07989], [-21.12904, -13.56384, 6.49725], [-21.74263, -13.95403, 5.29160], [-22.62543, -13.09206, 4.69194], [-22.88398, -11.86773, 5.30508], [-22.30113, -11.56185, 6.49852], [-20.37118, -14.16480, 6.98215], [-21.49290, -14.90616, 4.84227], [-23.00170, -13.23035, 3.68703], [-23.61374, -11.17939, 4.89538], [-22.45193, -10.63796, 7.03907]], "spin_multiplicity": 3, "homo_energy_ev": [-11.501, -11.601], "e_above_lowest_kcal_mol": 25.5, "e_lumo_ev": [-5.63, -5.22], "molar_mass_g_mol": 554.29, "fmax_ev_per_a": 5.348, "total_charge": 1, "orbital_gap_ev": [5.9, 6.4]}